ORCA calculation (ωB97M-V with the def2-TZVPD basis set) on a structure of composition C26H38NO4PdS.

Each line ends with the Löwdin spin population.
CARTESIAN COORDINATES (ANGSTROEM)
1 Pd -0.3449 0.1677 0.4992  1.346
2 C 0.6977 -0.7805 2.3084  0.204
3 C 1.1714 0.5968 2.2625  0.221
4 C 2.0065 0.6895 1.0803  0.199
5 C 2.1278 -0.6376 0.5676  0.345
6 C 1.3105 -1.5518 1.3079  0.245
7 C 1.1891 -3.0313 1.1050  0.021
8 C 2.1967 -3.6751 2.0805  0.023
9 C 1.5434 -3.4124 -0.3319  0.003
10 C -0.2269 -3.5024 1.4368  0.003
11 C 2.7243 1.8396 0.3741  0.013
12 C 4.1578 1.9459 0.9267  0.015
13 C 2.0044 3.1809 0.4786  0.002
14 C 2.8351 1.5141 -1.1273  0.003
15 C 0.9023 1.5624 3.4233  0.019
16 C 0.3435 0.7609 4.6098  0.003
17 C -0.1322 2.6480 3.0909  0.016
18 C 2.2107 2.2147 3.8880  0.009
19 H 0.0494 -1.1777 3.0710  0.006
20 H 2.7311 -0.9123 -0.2807  0.012
21 H 3.2184 -3.3549 1.8702  0.001
22 H 2.1586 -4.7608 1.9765  0.004
23 H 1.9626 -3.4266 3.1168  0.001
24 H 2.5827 -3.1804 -0.5705  0.000
25 H 0.9004 -2.9067 -1.0554  0.000
26 H 1.4166 -4.4882 -0.4564  0.000
27 H -0.4826 -3.3205 2.4820  0.000
28 H -0.2918 -4.5780 1.2703  0.000
29 H -0.9726 -3.0155 0.8034  -0.001
30 H 4.1894 2.2521 1.9688  0.000
31 H 4.7088 2.6833 0.3405  0.002
32 H 4.6868 0.9953 0.8331  0.001
33 H 2.0478 3.6192 1.4703  0.000
34 H 0.9544 3.1099 0.1798  0.000
35 H 2.4866 3.8821 -0.2030  0.000
36 H 3.4943 0.6698 -1.3263  0.000
37 H 3.2723 2.3736 -1.6351  0.000
38 H 1.8635 1.3111 -1.5827  0.000
39 H -0.6454 0.3510 4.3984  0.000
40 H 0.2362 1.4334 5.4604  0.000
41 H 1.0083 -0.0507 4.9114  0.001
42 H -1.0904 2.2200 2.8012  0.002
43 H 0.2006 3.3191 2.3067  0.000
44 H -0.2961 3.2433 3.9909  0.002
45 H 3.0051 1.4836 4.0506  0.000
46 H 2.0241 2.7154 4.8386  0.001
47 H 2.5718 2.9680 3.1949  0.000
48 C -4.4047 -0.4438 -6.9997  0.001
49 C -3.6777 -0.3401 -5.6895  0.003
50 C -3.9762 0.6853 -4.7950  0.001
51 C -3.2912 0.8103 -3.5991  0.003
52 C -2.2987 -0.1207 -3.3020  0.002
53 C -1.9795 -1.1601 -4.1707  0.004
54 C -2.6727 -1.2518 -5.3622  0.000
55 S -1.5343 0.0078 -1.7650  0.031
56 O -1.6440 1.3868 -1.2912  0.051
57 O -0.1310 -0.4567 -1.8002  0.089
58 N -2.1648 -0.9565 -0.6552  0.298
59 C -3.4265 -0.7050 -0.1911  0.252
60 C -3.3059 0.7134 1.0605  0.129
61 O -4.3264 1.3096 0.9756  0.235
62 O -2.2593 0.6380 1.6903  0.146
63 H -5.3881 0.0196 -6.9461  0.000
64 H -4.5313 -1.4825 -7.3020  0.000
65 H -3.8398 0.0620 -7.7849  0.000
66 H -4.7511 1.3996 -5.0418  0.000
67 H -3.5037 1.6237 -2.9194  0.000
68 H -1.2021 -1.8709 -3.9261  0.000
69 H -2.4321 -2.0488 -6.0544  0.000
70 H -3.7671 -1.4296 0.5453  0.018
71 H -4.1998 -0.3766 -0.8822  0.010

## Properties
- Frontier orbital gap (spin up / spin down): 0.3372 / 0.2336 Ha
- Spin multiplicity: 5
- ⟨S²⟩: 6.017
- E_HOMO (spin up / spin down): -0.4120 / -0.4484 Eh
- Charge: +1

---

ORCA calculation (ωB97M-V with the def2-TZVPD basis set) on a cluster of 5 separate species, C6H14Br4NO6 in total in a non-equilibrium geometry.

Each line ends with the Löwdin charge.
CARTESIAN COORDINATES (ANGSTROEM)
1 N -7.8108 19.5494 -3.4232  0.356
2 H -7.0236 19.0652 -3.0159  0.162
3 H -8.0494 20.3728 -2.8891  0.154
4 H -8.5405 18.8566 -3.5109  0.161
5 H -7.6164 19.8173 -4.3774  0.164
6 O -3.2177 13.7369 -3.0334  0.051
7 C -4.1380 14.6836 -3.1347  -1.036
8 O -4.0503 15.7727 -2.5753  -0.079
9 O -5.0436 14.3518 -3.7995  -0.018
10 H -3.7387 13.0153 -3.3932  0.085
11 O -9.8242 20.3363 -10.9057  0.060
12 C -9.3992 20.0448 -9.6766  -0.924
13 O -9.6700 18.9146 -9.2105  -0.103
14 O -8.7376 20.8381 -8.9672  -0.107
15 H -10.3808 19.5556 -10.8575  0.076
16 Br -16.0075 14.6807 -7.9599  0.548
17 C -16.6966 16.5520 -8.0541  -0.639
18 C -16.7001 17.0748 -6.6167  -0.653
19 Br -14.8653 17.0867 -5.7689  0.524
20 H -17.6660 16.7414 -8.5151  0.067
21 H -16.0281 17.0698 -8.7420  0.055
22 H -17.4609 16.6578 -5.9568  0.060
23 H -16.8380 18.1524 -6.7055  0.037
24 Br -17.6100 24.2122 -2.8302  0.541
25 C -15.6977 23.6047 -2.8738  -0.664
26 C -14.7607 24.7204 -2.3635  -0.720
27 Br -12.9797 24.1274 -2.7642  0.646
28 H -15.5998 23.5051 -3.9548  0.036
29 H -15.6449 22.6560 -2.3397  0.054
30 H -14.8378 24.9549 -1.3018  0.058
31 H -15.0785 25.5898 -2.9390  0.050

## Properties
- Frontier orbital gap: 0.1533 Ha
- Spin multiplicity: 1
- E_HOMO: -0.1520 Eh
- Charge: -1

---

ORCA calculation (ωB97M-V with the def2-TZVPD basis set) on a structure of composition C17H29BrN6OPS4Sr.

Each line ends with the Löwdin charge.
CARTESIAN COORDINATES (ANGSTROEM)
1 Sr 0.2885 2.0863 0.6657  0.869
2 S 2.8964 2.3511 1.6871  -0.204
3 S 2.5453 0.4017 2.3279  -0.186
4 S 0.7190 0.2679 3.2559  -0.135
5 S -0.7472 -0.3192 1.8685  -0.154
6 O -2.8489 5.5520 5.4881  0.110
7 C -2.1502 4.9298 4.5320  -0.295
8 C -0.7829 4.6720 4.6199  0.025
9 C -0.1635 4.0231 3.5751  -0.119
10 N -0.8193 3.6295 2.4729  -0.102
11 C -2.1156 3.8848 2.4214  -0.717
12 Br -2.9922 3.2791 0.8405  0.792
13 C -2.8449 4.5219 3.3933  -0.021
14 H -2.2838 5.7944 6.2317  0.128
15 H -0.2126 4.9694 5.4904  0.127
16 H 0.8959 3.7944 3.6023  0.093
17 H -3.9049 4.7021 3.2973  0.125
18 C 2.0764 -5.1401 0.8206  -0.117
19 N 1.3364 -4.1043 1.6615  -0.066
20 C -0.1757 -4.3004 1.4675  -0.102
21 N -0.5175 -4.2727 0.0881  -0.145
22 C 0.2403 -5.2725 -0.6534  -0.161
23 N 1.6808 -5.0634 -0.5427  -0.151
24 C 2.1161 -3.8217 -1.1988  -0.318
25 P 1.3656 -2.2711 -0.4682  1.037
26 C 1.7463 -2.7057 1.2978  -0.331
27 C -0.3808 -2.9313 -0.4880  -0.346
28 H 1.8255 -6.1175 1.2340  0.144
29 H 3.1426 -4.9495 0.9370  0.144
30 H 1.5531 -4.2563 2.6468  0.184
31 H -0.6700 -3.4959 2.0117  0.128
32 H -0.4137 -5.2705 1.9044  0.145
33 H -0.0471 -5.2337 -1.7025  0.137
34 H 0.0006 -6.2632 -0.2627  0.138
35 H 1.8558 -3.8787 -2.2573  0.091
36 H 3.2055 -3.7626 -1.1490  0.092
37 H 1.1985 -2.0210 1.9438  -0.028
38 H 2.8145 -2.5994 1.4881  0.093
39 H -0.7328 -2.9552 -1.5216  0.093
40 H -1.0083 -2.2402 0.0719  0.016
41 C -1.1643 0.8747 -2.0574  -0.165
42 C -1.4400 0.6154 -3.5617  -0.142
43 N -0.6257 1.5090 -4.3798  -0.159
44 C 0.7884 1.2596 -4.1073  -0.141
45 C 1.0913 1.5008 -2.6047  -0.150
46 N -0.1435 1.9361 -1.9131  -0.306
47 C -0.6408 3.1719 -2.5543  -0.150
48 C -0.9466 2.8957 -4.0518  -0.140
49 H -0.7896 -0.0201 -1.5522  0.086
50 H -2.0676 1.1941 -1.5312  0.103
51 H -2.4902 0.7817 -3.8034  0.122
52 H -1.1979 -0.4127 -3.8362  0.117
53 H 1.3830 1.9195 -4.7394  0.122
54 H 1.0192 0.2332 -4.3958  0.119
55 H 1.8506 2.2726 -2.4651  0.122
56 H 1.4497 0.5925 -2.1142  0.091
57 H 0.1246 3.9426 -2.4400  0.122
58 H -1.5315 3.5036 -2.0167  0.092
59 H -0.3603 3.5480 -4.6989  0.122
60 H -1.9996 3.0683 -4.2759  0.122

## Properties
- Frontier orbital gap: 0.2610 Ha
- Spin multiplicity: 1
- E_HOMO: -0.3429 Eh
- Charge: +1
- Energy relative to the best compared isomer or geometry (same formula, charge and spin): 11.4 kcal per mole

---

ORCA calculation (ωB97M-V with the def2-TZVPD basis set) on an isolated molecule of C4H7N3 in a non-equilibrium geometry.

Each line ends with the Löwdin charge.
CARTESIAN COORDINATES (ANGSTROEM)
1 C 2.1411 -0.0708 0.3479  -0.119
2 N 1.2708 0.3755 -0.7488  -0.024
3 C -0.1300 0.3648 -0.5947  -0.378
4 C -0.6477 -0.0866 0.6442  -0.090
5 C -1.9710 -0.3283 0.4761  -0.175
6 N -2.3641 0.1382 -0.7125  -0.011
7 N -1.1151 0.5820 -1.4852  0.096
8 H 1.7563 -0.9956 0.7903  0.075
9 H 3.1473 -0.3016 -0.0261  0.080
10 H 2.2583 0.6602 1.1636  0.079
11 H 1.7334 0.9444 -1.4417  0.119
12 H -0.1506 -0.0063 1.5844  0.085
13 H -2.5815 -0.9344 1.1341  0.116
14 H -3.2996 -0.2031 -1.0097  0.147

## Properties
- Frontier orbital gap: 0.3436 Ha
- Spin multiplicity: 1
- E_HOMO: -0.3046 Eh
- Charge: 0
- SMILES: CNc1cc[nH]n1
- Energy relative to the best compared isomer or geometry (same formula, charge and spin): 40.8 kcal per mole

---

ORCA calculation (ωB97M-V with the def2-TZVPD basis set) on an isolated molecule of C4H3NO3 in a non-equilibrium geometry.

Each line ends with the Löwdin charge.
CARTESIAN COORDINATES (ANGSTROEM)
1 O 0.0151 -1.1644 -2.6658  0.053
2 N 0.5714 -0.2648 -1.9807  -0.190
3 O 1.9087 0.2079 -2.1487  -0.039
4 C -0.1695 -0.0099 -0.6585  -0.192
5 C -0.5874 -0.9457 0.4414  0.003
6 C -0.4319 -0.0898 1.6913  -0.028
7 C -0.1788 1.3071 1.0444  -0.135
8 O -0.0275 1.2579 -0.2253  0.015
9 H -0.5265 -2.0960 0.2315  0.140
10 H -0.4103 -0.7023 2.8660  0.184
11 H -0.1633 2.5000 1.4043  0.189

## Properties
- Frontier orbital gap: 0.2954 Ha
- Spin multiplicity: 1
- E_HOMO: -0.3431 Eh
- Charge: 0
- SMILES: O=[N+]([O-])c1ccco1
- Energy relative to the best compared isomer or geometry (same formula, charge and spin): 209.4 kcal per mole

---

ORCA calculation (ωB97M-V with the def2-TZVPD basis set) on a structure of composition C2H7NO2 in a non-equilibrium geometry.

Each line ends with the Löwdin charge.
CARTESIAN COORDINATES (ANGSTROEM)
1 C -0.9889 -0.8457 -0.8330  -0.097
2 N 0.0555 0.1529 -1.1588  -0.005
3 H -0.5081 -1.7706 -0.5826  0.079
4 H -1.4776 -0.4695 0.0741  0.077
5 H -1.7479 -1.0172 -1.6057  0.077
6 H 0.7140 -0.0627 -1.9207  0.131
7 H 0.7387 0.2532 -0.0652  -0.018
8 H -0.3448 1.0797 -1.2795  0.123
9 O -0.3557 0.6337 2.0459  -0.031
10 C 0.8722 0.6723 1.8737  -0.448
11 O 1.4728 0.4529 0.7497  -0.015
12 H 1.5698 0.9212 2.7021  0.126

## Properties
- Frontier orbital gap: 0.3781 Ha
- Spin multiplicity: 1
- E_HOMO: -0.3526 Eh
- Charge: 0
- Energy relative to the best compared isomer or geometry (same formula, charge and spin): 23.0 kcal per mole

---

ORCA calculation (ωB97M-V with the def2-TZVPD basis set) on a structure of composition C2H5NO in a non-equilibrium geometry.

Each line ends with the Löwdin charge.
CARTESIAN COORDINATES (ANGSTROEM)
1 C -0.7661 -0.7491 -0.8845  -0.114
2 C 0.1506 -0.0025 0.0534  -0.686
3 H -1.3799 0.0463 -1.8713  0.153
4 H -1.6280 -1.3295 0.0487  0.165
5 H -0.0204 -1.8206 -1.4558  0.178
6 H -0.9973 1.7795 0.0467  0.109
7 H 0.2595 1.7883 1.1933  0.095
8 N -0.3309 1.1965 0.6169  0.104
9 O 1.2219 -0.5413 0.3384  -0.004

## Properties
- Frontier orbital gap: 0.3827 Ha
- Spin multiplicity: 1
- E_HOMO: -0.3611 Eh
- Charge: 0
- Energy relative to the best compared isomer or geometry (same formula, charge and spin): 78.0 kcal per mole